[1]
3 unconnected molecules or ions with the total composition C30H48ClN4O8S2, computed with ωB97M-V with the def2-TZVPD basis set.

```
93
Properties=species:S:1:pos:R:3:forces:R:3:mulliken_charge:R:1
C -3.62940 -2.31420 -1.03625 0.00 0.95 -0.38 -0.373
C -3.50801 -2.96972 -2.37486 -0.61 -0.85 -0.08 0.604
O -3.84466 -4.10431 -2.56044 0.24 0.00 -0.11 -0.551
O -2.99955 -2.19509 -3.38404 0.61 0.26 0.54 -0.274
C -1.72998 -2.72389 -3.82827 0.05 -0.02 -0.53 -0.916
C -0.97975 -1.67635 -4.66130 0.11 -0.69 0.48 -0.492
C 0.52988 -1.74718 -4.37475 0.21 0.46 -0.25 -1.378
C 1.39010 -0.49315 -4.70211 -0.12 -0.42 -0.37 -0.622
C 0.68625 0.85895 -4.78389 0.03 -0.49 0.01 -1.543
C 0.11382 1.43190 -3.48960 0.12 -0.16 -0.28 -1.036
C 1.08273 1.84244 -2.35033 -0.95 1.10 -1.73 3.285
C 2.24061 2.68118 -3.02138 0.44 -0.51 0.47 -2.027
C 3.50335 1.96072 -3.41654 0.17 -0.18 -0.03 0.287
O 3.81642 1.52726 -4.45891 -0.08 -0.04 -0.17 -0.384
Cl 4.73844 1.92073 -2.06564 0.06 0.26 -0.03 -0.225
C 0.36083 2.96159 -1.51497 -0.84 -0.94 1.15 -0.027
C -1.03849 2.71318 -0.87721 -0.57 0.33 -0.38 -1.739
C -2.26352 2.61258 -1.76968 -0.29 -0.46 -0.21 0.235
C -2.63365 3.52611 -2.75558 0.10 0.33 -0.04 -0.121
C -3.78811 3.37090 -3.51357 -0.10 -0.32 0.18 -0.950
C -4.63230 2.28767 -3.29346 0.46 -0.03 0.30 -0.694
C -4.29443 1.38304 -2.29520 -0.09 0.15 -0.21 -0.891
C -3.12953 1.54042 -1.55560 -0.31 0.00 -0.10 -0.162
N 0.26216 4.23935 -2.19152 0.67 -0.27 0.19 -0.507
C 0.56444 5.23895 -1.56532 -0.34 -1.22 -0.73 0.637
O 0.85858 6.16181 -0.96461 0.40 1.67 0.77 -0.388
N 1.27944 2.92629 -0.32757 0.77 0.29 0.27 0.029
C 1.96573 1.84381 -0.19396 0.16 -0.35 -0.82 -0.347
C 2.92978 1.71472 0.92353 -0.40 -0.11 0.25 -1.879
C 3.04466 0.33607 1.58682 0.65 0.24 0.17 0.279
C 3.52244 0.55140 3.02517 0.16 0.16 0.30 0.249
N 4.67127 -0.16470 3.49818 -0.32 -0.29 -0.14 -0.710
O 2.93952 1.31622 3.73903 -0.02 0.10 -0.10 -0.478
C 1.56090 0.84128 -1.30032 0.24 0.08 1.97 1.921
O 2.56013 -0.02700 -1.74583 0.08 0.45 -0.71 -0.193
C 0.53442 -0.06261 -0.48484 -0.04 -0.12 -0.44 -2.689
N -0.53982 -0.67476 -1.20733 -0.07 -0.04 0.43 0.339
H -4.46069 -2.72588 -0.48150 -0.04 -0.16 0.10 0.420
H -2.69769 -2.41148 -0.48486 0.15 -0.22 0.03 0.054
H -3.76564 -1.24597 -1.19982 -0.16 0.05 0.15 -0.142
H -1.88606 -3.62102 -4.42189 -0.18 -0.16 0.06 0.439
H -1.14662 -3.01392 -2.95357 0.02 0.06 0.16 0.401
H -1.43136 -0.70925 -4.46173 0.02 0.16 -0.02 0.235
H -1.12139 -1.93826 -5.70530 -0.21 0.41 -0.22 0.645
H 0.92375 -2.55154 -4.99153 0.11 -0.20 0.08 0.567
H 0.74776 -2.06562 -3.35494 -0.23 0.04 0.22 0.607
H 2.22849 -0.48479 -4.01456 0.05 0.14 0.13 0.049
H 1.84595 -0.65942 -5.67675 0.02 0.07 -0.15 0.691
H -0.15727 0.74215 -5.46333 -0.16 0.06 -0.03 0.632
H 1.34193 1.54741 -5.30946 0.18 0.23 0.18 0.588
H -0.42234 2.33933 -3.76199 0.03 0.19 -0.03 0.465
H -0.66535 0.76203 -3.15271 -0.03 0.00 0.34 -0.014
H 1.83126 3.16762 -3.89736 -0.02 -0.09 -0.22 0.650
H 2.58970 3.46970 -2.36303 -0.05 0.05 0.15 0.972
H -1.06265 1.86390 -0.20691 0.31 -0.22 -0.05 0.800
H -1.20114 3.57237 -0.21971 0.15 0.15 0.04 0.680
H -2.02785 4.39825 -2.94969 0.09 0.00 0.01 0.377
H -4.03190 4.10191 -4.26889 0.02 0.09 -0.06 0.447
H -5.53040 2.13211 -3.86769 -0.10 0.11 -0.12 0.444
H -4.95945 0.55401 -2.09985 0.05 -0.10 0.07 0.381
H -2.94952 0.80642 -0.78040 0.14 0.12 0.18 0.916
H 1.42865 3.64707 0.37573 -0.52 0.22 -0.17 0.501
H 2.64788 2.44679 1.68114 -0.01 0.03 0.13 0.586
H 3.90471 2.01336 0.53742 0.03 0.06 -0.15 0.275
H 2.10318 -0.20280 1.68033 -0.11 -0.06 -0.11 -0.096
H 3.80859 -0.24088 1.07048 -0.18 -0.34 -0.15 0.275
H 5.50138 0.12704 2.98821 0.03 0.09 0.06 0.308
H 4.54729 -1.15029 3.27286 0.11 -0.02 0.02 0.318
H 3.11659 -0.29700 -1.00826 0.00 -0.12 0.00 0.494
H 0.20085 0.46506 0.40452 -0.46 -0.13 0.04 1.141
H 1.14167 -0.86913 -0.08455 0.36 0.06 0.04 0.288
H -0.31269 -0.91626 -2.15756 -0.06 -0.08 -0.01 -0.456
H -1.42366 -0.20482 -1.13181 -0.01 0.11 -0.31 -0.108
C -1.34815 -2.91445 3.34726 0.00 -0.09 -0.10 -0.947
S -0.59371 -1.29521 3.50042 -0.02 0.00 0.19 0.371
O 0.33680 -1.14368 2.32881 0.08 0.01 -0.10 -0.563
C 0.40500 -1.66864 4.93131 0.07 -0.07 -0.13 -0.986
H -1.99624 -2.90784 2.47295 0.01 0.04 0.00 0.209
H -0.57226 -3.66997 3.22469 0.04 0.04 0.01 0.330
H -1.93985 -3.11598 4.23925 0.00 0.04 0.01 0.428
H 1.06607 -2.50722 4.70593 -0.03 0.00 -0.09 0.368
H -0.24016 -1.90918 5.77700 0.07 0.11 -0.09 0.459
H 0.99728 -0.78819 5.17392 -0.07 0.05 0.00 0.290
C -1.01618 -3.87775 9.04783 0.03 -0.10 -0.05 -0.927
S -0.65204 -2.12200 9.13778 -0.07 0.06 0.11 0.421
O -0.23643 -1.69150 7.76862 -0.01 -0.13 0.21 -0.595
C 0.84752 -2.28383 10.10898 0.11 -0.03 0.01 -0.958
H -1.90836 -4.00612 8.43850 -0.02 0.06 0.01 0.308
H -0.17781 -4.40366 8.59068 0.02 0.05 0.00 0.299
H -1.20320 -4.25874 10.05122 -0.02 0.02 0.01 0.383
H 1.56113 -2.91517 9.57975 -0.03 0.00 -0.04 0.306
H 0.60260 -2.71474 11.07929 -0.03 0.02 0.00 0.388
H 1.26732 -1.28993 10.24690 -0.05 0.02 -0.02 0.314
```
Positions in Å, forces in eV/Å.

ΔE to the lowest compared entry with this formula, charge and spin ... 0.00 kcal per mole
DFT total energy ... -3249.14078 hartree
Charge ... +1

[2]
A molecular structure, C30H48FeP2, computed with ωB97M-V with the def2-TZVPD basis set.

```
81
Properties=species:S:1:pos:R:3:forces:R:3:mulliken_charge:R:1
Fe 0.75188 -0.68036 -3.18954 -0.49 1.53 3.90 -0.218
C -0.76762 -1.67279 -0.07894 0.78 -0.43 0.26 1.113
C 0.60717 -1.84427 -0.55675 -0.18 0.51 1.62 1.734
C 0.58254 -0.53868 1.36647 -2.83 0.20 0.10 0.420
C -0.76325 -0.82800 1.03414 1.75 0.82 0.83 0.684
C 1.40502 -1.13284 0.38989 -0.26 -1.40 -1.90 0.372
C -1.95781 -2.47345 -0.42327 -0.95 -0.79 -0.47 -1.796
H -1.81736 -3.09849 -1.30887 0.08 0.02 0.14 0.369
H -2.86838 -1.87876 -0.62700 0.44 0.05 0.19 0.249
H -2.26652 -3.17251 0.38558 0.40 0.48 -0.21 0.369
C -1.94075 -0.36735 1.78438 -0.64 0.18 0.42 -1.797
H -2.85554 -0.47100 1.19570 0.03 0.08 0.06 0.328
H -1.83936 0.68492 2.06187 -0.13 -0.12 0.02 0.301
H -2.08441 -0.93863 2.70785 -0.03 0.02 -0.04 0.402
C 1.01747 0.18903 2.57122 0.32 0.42 0.52 -1.684
H 1.53005 -0.44528 3.30663 0.00 -0.08 -0.25 0.393
H 0.18745 0.64572 3.11316 -0.04 -0.02 -0.18 0.389
H 1.72038 0.98360 2.31458 0.11 0.10 0.07 0.316
C 2.86919 -1.13540 0.46909 0.89 -0.21 -0.19 -2.144
H 3.23848 -1.77052 1.28181 -0.12 -0.02 0.05 0.443
H 3.31242 -0.15277 0.64815 -0.18 0.11 0.07 0.329
H 3.31475 -1.51660 -0.44570 0.08 -0.10 -0.13 0.349
C 1.01808 -3.14786 -1.15382 0.78 -0.35 -0.23 -1.788
H 1.25219 -3.89442 -0.36880 -0.15 0.23 -0.33 0.375
H 1.93227 -3.00761 -1.73748 0.02 -0.38 -0.14 0.345
H 0.25355 -3.59429 -1.79796 0.15 0.11 -0.01 0.396
C -1.71290 0.94107 -5.60858 -1.60 -1.81 -0.82 0.112
C -1.83687 -0.41121 -5.54591 -1.01 1.96 -0.98 -0.390
C -1.01661 -1.35668 -6.34845 0.17 -0.56 -0.32 -1.022
C 0.50282 -1.05283 -6.34125 -0.41 -0.88 0.46 -1.046
C 0.99241 -0.40367 -5.03564 1.35 1.11 -3.54 1.205
C 1.23908 0.94886 -5.09635 0.79 -0.84 0.55 -0.560
C 0.64519 1.89661 -6.08557 -0.40 0.56 -0.77 -1.316
C -0.82662 1.67366 -6.56569 0.35 0.41 0.19 -1.102
H -1.35716 -1.27414 -7.39444 -0.01 -0.27 0.24 0.406
H 0.77760 -0.47989 -7.24777 -0.03 0.03 0.81 0.354
H -1.21712 -2.39456 -6.01828 0.17 0.50 -0.18 0.345
H -0.82146 1.18787 -7.55836 -0.09 0.10 0.47 0.335
H -2.51700 1.52852 -5.14948 0.49 -0.22 -0.02 0.894
H -2.70792 -0.82873 -5.03176 0.37 0.20 -0.12 0.657
H -1.29125 2.66568 -6.68761 0.34 -0.32 -0.25 0.401
H 0.73172 2.93283 -5.70873 0.04 -0.53 0.02 0.233
H 2.03631 1.42290 -4.51396 -0.71 -0.39 -0.05 0.562
H 1.26482 1.88231 -6.99595 0.09 0.03 0.23 0.570
H 1.02980 -2.01497 -6.44515 -0.09 0.32 0.03 0.348
H 1.65259 -1.10764 -4.35868 1.25 -0.29 -1.81 0.522
P -1.72471 0.86070 -1.93642 1.55 -0.28 3.14 2.384
P 1.40168 1.76832 -1.63708 -0.89 -1.81 1.00 1.079
C -0.93756 2.07365 -3.07194 0.82 0.31 -0.90 -0.669
C 0.28283 2.89405 -2.59376 0.91 0.15 0.66 -1.645
H -1.65789 2.76694 -3.50532 -0.26 -0.09 0.07 1.117
H -0.53562 1.46580 -3.88515 -0.42 0.29 0.04 -1.020
H 0.91877 3.30354 -3.39423 -0.73 -0.05 -0.31 0.604
H 0.02707 3.75350 -1.95235 -0.05 -0.43 -0.12 0.615
C 2.15994 2.72072 -0.28238 0.39 0.60 0.08 -1.135
H 2.61494 2.02103 0.45680 -0.26 0.57 -0.59 0.165
H 1.41951 3.36386 0.22794 0.49 -0.36 -0.32 0.374
H 2.93989 3.35995 -0.74483 -0.21 -0.21 0.56 0.549
C 2.95392 1.24542 -2.49223 0.00 0.25 -0.40 -1.755
H 3.33798 2.10030 -3.05646 0.47 -0.27 -0.10 0.563
H 2.78710 0.38057 -3.17010 0.37 0.55 0.40 0.404
H 3.68751 0.91094 -1.74760 -0.26 0.28 -0.02 0.415
C -3.47389 0.56203 -2.44361 -0.63 0.08 -0.78 -1.840
H -3.72038 -0.50399 -2.56193 0.50 0.40 0.26 0.483
H -3.63032 0.97525 -3.45580 -0.17 0.12 0.46 0.383
H -4.24823 0.90795 -1.76870 0.19 0.59 0.14 0.520
C -1.25254 -0.94877 -2.83256 -2.09 -0.45 -2.29 -3.570
H -0.70269 -1.87575 -2.72808 0.63 -0.65 0.96 0.813
H -1.00428 -0.58858 -3.88308 -0.67 -0.46 0.84 0.526
H -2.26716 -1.42127 -2.95729 1.24 0.68 -0.10 0.657
C -2.39469 4.51454 1.12558 0.28 -0.21 0.32 -0.809
C -1.26804 3.74362 1.42877 -0.25 -0.48 -0.77 -1.173
C -0.93170 2.61858 0.64640 -0.25 0.25 0.34 -0.564
C -1.70387 2.26371 -0.43742 -2.39 0.46 -1.97 1.463
C -2.81380 3.06875 -0.77272 -0.01 1.07 1.34 -1.481
C -3.18638 4.16936 0.02647 0.54 -0.26 -0.07 -0.944
H -2.63432 5.36627 1.77764 -0.01 -0.40 -0.47 0.382
H -0.63550 3.99144 2.26624 0.04 0.11 0.15 0.469
H -0.06486 2.03297 0.88892 0.14 -0.22 0.24 1.122
H -3.41027 2.87598 -1.65341 -0.06 0.02 0.01 0.311
H -4.05898 4.77704 -0.20296 0.13 -0.19 -0.11 0.450
```
Positions in Å, forces in eV/Å.

ΔE to the lowest compared entry with this formula, charge and spin ... 146.63 kcal per mole
DFT total energy ... -3117.72930 hartree
Charge ... +1
Spin multiplicity ... 6
⟨S²⟩ ... 8.819

[3]
13 unconnected molecules or ions with the total composition C30H48N12O3, computed with ωB97M-V with the def2-TZVPD basis set.

```
93
Properties=species:S:1:pos:R:3:forces:R:3:mulliken_charge:R:1
C 0.21496 -2.74312 -0.24675 -0.01 0.07 -0.10 -1.351
C -0.05278 -1.23866 -0.40941 0.45 -0.81 0.02 1.135
C -0.85047 -0.98331 -1.68591 0.47 -0.06 -0.22 0.206
O -1.84489 0.00537 -1.57207 -0.14 0.07 -0.09 -0.551
C -2.61806 -0.16149 -0.40976 -0.36 0.54 -0.08 -1.054
C -2.98254 -1.57708 -0.08387 -0.11 -0.12 0.39 0.169
O -3.67113 -2.24470 -1.16680 0.00 -0.82 0.19 -0.349
C -4.10290 -3.45895 -0.77322 0.05 -2.10 -1.95 0.185
O -4.07854 -4.47738 -1.47512 -0.10 2.82 1.66 -0.538
H 0.41885 -3.02607 0.78270 0.25 0.07 0.00 0.240
H 1.03042 -3.05134 -0.89664 0.08 -0.13 0.08 0.408
H -0.65412 -3.32428 -0.56422 -0.06 -0.12 -0.02 0.306
H 0.90995 -0.75493 -0.45417 0.17 0.44 0.07 0.212
H -0.55401 -0.87634 0.48437 0.14 0.16 -0.17 -0.970
H -0.19775 -0.65142 -2.49318 0.05 0.03 0.00 -0.182
H -1.28429 -1.92976 -2.02341 -0.23 -0.01 -0.05 0.256
H -3.51362 0.44540 -0.52986 -0.04 -0.02 -0.09 0.512
H -2.08371 0.20909 0.46967 -0.24 0.06 -0.07 0.323
H -3.60716 -1.54802 0.81138 -0.16 0.02 0.01 0.666
H -2.08535 -2.15762 0.14282 -0.30 0.03 0.03 -0.044
H -4.51430 -3.46838 0.24958 0.08 -0.01 -0.01 0.325
C 0.13685 -1.50599 4.25102 0.29 0.58 0.87 -1.062
C -0.83913 -0.88781 3.37498 0.23 -0.13 0.27 0.400
N -1.62230 -0.41872 2.68167 -0.21 0.09 -0.01 -0.343
H -0.10757 -2.55791 4.39181 0.26 0.86 0.36 0.477
H 1.12925 -1.43132 3.80850 -0.03 -0.03 -0.02 0.235
H 0.14562 -1.01073 5.22034 0.03 0.29 -0.03 0.296
C 4.54776 -0.51230 -0.39281 0.21 -0.09 -0.13 -0.852
C 3.47635 -0.01932 0.45472 0.02 0.11 0.04 0.388
N 2.63660 0.39141 1.11892 -0.07 0.01 0.14 -0.312
H 5.44920 0.07586 -0.22734 -0.03 0.06 0.06 0.313
H 4.75986 -1.55582 -0.16828 -0.04 -0.01 0.04 0.278
H 4.26616 -0.43622 -1.44144 -0.06 0.02 0.00 0.235
C 3.94513 3.56160 3.24365 -0.09 0.10 0.18 -0.388
C 4.93515 3.03747 2.31749 -0.10 -0.09 -0.08 0.201
N 5.69020 2.60047 1.57353 0.13 -0.02 -0.06 -0.419
H 2.95558 3.53045 2.79015 0.01 -0.05 -0.10 0.073
H 3.92484 2.96350 4.15250 0.05 -0.06 -0.05 0.145
H 4.17887 4.59089 3.50910 0.06 0.04 -0.05 0.355
C -2.94488 2.81678 2.86968 0.05 0.21 0.23 -0.383
C -3.84266 1.79935 2.35102 0.17 -0.15 -0.16 0.321
N -4.48137 0.96532 1.89194 -0.28 0.05 0.09 -0.451
H -3.43897 3.41577 3.63393 -0.04 -0.03 0.00 0.433
H -2.06177 2.35020 3.30293 -0.02 -0.13 -0.05 0.028
H -2.61254 3.47513 2.07173 -0.01 -0.04 -0.10 0.026
C -0.94407 -4.71331 -4.17424 -0.21 -0.14 -0.07 -0.842
C 0.34174 -4.21611 -3.71527 -0.03 0.07 0.16 0.514
N 1.33389 -3.80792 -3.30816 0.12 0.03 -0.10 -0.515
H -1.54920 -5.03915 -3.32924 0.03 0.03 0.05 0.245
H -1.47480 -3.92625 -4.70373 0.05 0.06 -0.02 0.268
H -0.80444 -5.55456 -4.85076 0.04 0.00 -0.01 0.349
C -1.59745 6.63460 1.00370 -0.12 0.19 -0.06 -0.860
C -0.75331 5.50156 1.34825 0.01 -0.04 -0.06 0.381
N -0.09854 4.59625 1.60867 0.05 0.01 0.16 -0.381
H -1.22145 7.54338 1.46917 0.04 -0.02 0.02 0.296
H -1.61462 6.77772 -0.07480 0.04 -0.04 -0.02 0.288
H -2.61712 6.46648 1.34592 0.01 -0.05 0.02 0.293
C 0.66965 3.73520 5.07491 -0.16 0.28 -0.17 -0.366
C 1.50434 2.57675 5.34498 -0.13 -0.03 0.09 0.392
N 2.15737 1.66054 5.56876 0.03 -0.09 0.08 -0.534
H 1.06611 4.61906 5.57157 0.06 -0.04 0.07 0.357
H 0.62598 3.93617 4.00394 0.01 -0.09 -0.03 -0.085
H -0.34464 3.57276 5.43690 0.02 -0.07 0.05 0.304
C -2.78042 -4.07143 2.89924 -0.25 -0.10 -0.02 -0.568
C -1.34020 -3.88688 2.98986 -0.25 -0.42 -0.28 0.578
N -0.20620 -3.73991 3.07603 -0.23 -1.36 -0.87 -0.648
H -3.24238 -3.97210 3.87947 0.06 0.06 0.06 0.342
H -3.22080 -3.33191 2.23633 0.10 0.16 0.01 -0.071
H -3.02505 -5.05841 2.50887 0.15 -0.04 0.00 0.339
C 1.06791 -0.01088 -5.12782 0.06 0.19 0.16 -0.615
C 0.30597 -1.14863 -5.61129 0.07 -0.05 0.04 0.396
N -0.27009 -2.06262 -5.99481 -0.13 -0.02 -0.15 -0.404
H 0.41062 0.82404 -4.89358 -0.06 -0.02 0.00 0.273
H 1.61635 -0.27883 -4.22645 -0.02 -0.09 0.00 0.157
H 1.78147 0.32176 -5.87470 0.01 -0.02 -0.08 0.151
C 5.08204 1.57941 -7.33072 0.15 -0.07 -0.15 -0.814
C 4.11649 2.03961 -6.34495 0.02 0.04 0.02 0.420
N 3.35730 2.40467 -5.56641 -0.05 -0.02 0.02 -0.408
H 6.03169 2.09367 -7.19830 -0.01 0.03 0.04 0.307
H 5.25062 0.50932 -7.22603 -0.03 -0.01 0.04 0.270
H 4.71913 1.77608 -8.33750 -0.05 0.02 0.01 0.271
C -1.40549 -2.84479 -9.27028 -0.05 0.17 0.22 -0.484
C -1.00703 -3.90493 -10.18244 -0.01 0.01 -0.01 0.289
N -0.69178 -4.73940 -10.90322 0.03 -0.06 -0.05 -0.363
H -1.11537 -1.87291 -9.66499 0.03 -0.02 -0.06 0.252
H -2.48447 -2.84758 -9.12779 -0.02 -0.06 -0.05 0.258
H -0.93459 -2.96988 -8.29593 0.03 -0.04 -0.02 0.064
C 0.17845 2.41664 9.29163 0.18 -0.21 0.10 -0.725
C -0.76197 3.47149 8.94729 0.03 -0.02 -0.07 0.357
N -1.49666 4.30068 8.65050 -0.04 0.06 -0.04 -0.404
H 0.07706 2.13723 10.33844 -0.06 0.05 0.02 0.313
H 0.00134 1.53282 8.68165 -0.05 0.03 -0.04 0.215
H 1.20181 2.74544 9.12144 -0.01 0.06 -0.03 0.254
```
Positions in Å, forces in eV/Å.

DFT total energy ... -2054.55478 hartree

| no. | molecular weight (g mol⁻¹) |
| --- | --- |
| 1 | 692.32 |
| 2 | 526.51 |
| 3 | 624.79 |